DFT (ωB97M-V with the def2-TZVPD basis set) results for a 10-piece molecular cluster, C40H106N6O18 overall at a distorted geometry.

XYZ file:
```
170
Properties=species:S:1:pos:R:3:forces:R:3
C -4.172504 -10.712549 13.174708 -0.6 -0.2 0.9
C -3.006140 -11.331487 12.429784 0.0 1.2 -0.5
C -3.446232 -12.525557 11.596673 0.4 -0.5 -0.1
O -3.158863 -13.721515 12.296194 0.1 0.0 0.3
C -3.414593 -14.869139 11.522033 -0.1 0.0 0.1
N -2.485976 -10.288553 11.525120 0.2 -0.2 -1.0
H -3.854796 -9.840032 13.749238 0.0 -0.1 0.2
H -4.670155 -11.431450 13.835719 0.4 0.0 0.3
H -5.010718 -10.368131 12.562875 0.5 0.0 -0.6
H -2.174598 -11.611119 13.084580 -0.5 -0.5 0.4
H -2.913364 -12.566150 10.637135 0.0 0.2 0.0
H -4.517894 -12.478584 11.369737 0.0 0.1 -0.1
H -4.461213 -14.886960 11.203306 -0.1 -0.1 -0.2
H -3.225796 -15.745983 12.138394 0.0 0.0 0.1
H -2.757836 -14.922461 10.648523 -0.1 0.1 -0.2
H -2.050508 -9.506689 12.000068 -0.3 -0.1 0.4
H -1.714526 -10.698936 10.999647 0.0 0.1 0.0
C -3.499179 -16.907211 8.110874 -0.8 -0.8 0.7
C -3.008808 -16.327380 6.779604 0.4 0.1 1.5
C -4.207021 -16.060708 5.898170 -0.2 -0.4 -0.2
O -4.830449 -17.325977 5.736433 -0.2 0.4 -0.4
C -6.081325 -17.287732 5.052207 1.1 -0.2 0.0
N -2.293873 -15.064395 7.044435 -0.9 0.0 -0.3
H -4.396801 -16.405418 8.496011 0.2 0.4 -0.2
H -2.786808 -16.876878 8.938119 0.4 0.2 -0.3
H -3.836509 -17.948793 8.061702 0.2 0.0 -0.4
H -2.321052 -17.064577 6.360075 -0.2 0.2 -0.5
H -3.952479 -15.586822 4.942789 0.2 -0.3 -0.2
H -4.896128 -15.353625 6.380186 0.1 0.0 0.3
H -6.814132 -16.727560 5.632540 -0.3 -0.2 0.0
H -6.314409 -18.341242 4.911328 -0.6 0.1 0.1
H -5.975280 -16.835220 4.060790 0.0 0.1 0.0
H -2.981795 -14.538670 7.588474 0.3 0.5 -0.1
H -1.515007 -15.201812 7.678143 0.1 -0.1 0.0
C -1.286721 -12.644650 4.527820 -0.7 0.2 0.7
C -0.395083 -12.080726 3.447886 -0.5 -0.3 0.1
O 0.922491 -11.893115 3.914144 0.4 0.3 -0.2
O -1.139406 -14.034458 4.705842 0.0 -0.1 -0.4
H -2.339397 -12.374474 4.348240 0.0 -0.1 -0.4
H -1.054615 -12.123237 5.468081 0.2 0.1 -0.1
H -0.808217 -11.112663 3.159690 0.3 0.2 0.2
H -0.459674 -12.684663 2.535613 0.2 -0.2 0.1
H 1.349592 -12.738463 4.080150 -0.2 -0.2 0.0
H -1.750088 -14.335242 5.420206 0.5 0.1 0.1
C -4.023876 -10.873246 8.492626 -0.3 1.0 0.0
C -4.769659 -11.855891 7.609354 0.0 -0.1 0.8
O -4.649002 -13.177330 8.143606 -0.3 0.3 -0.1
O -4.118875 -9.581070 7.861602 0.3 -0.3 0.0
H -2.986911 -11.132731 8.716965 0.1 -0.2 -0.4
H -4.504148 -10.745876 9.465511 -0.1 -0.6 0.0
H -4.444691 -11.831228 6.565789 0.2 0.2 0.0
H -5.820215 -11.554980 7.671277 0.0 0.1 -0.3
H -5.568084 -13.515859 8.093907 0.2 -0.4 0.0
H -4.025982 -8.937041 8.570074 0.0 0.1 -0.1
C -11.506699 -15.915245 4.826136 0.7 -0.3 2.1
C -10.313428 -16.788220 5.283938 -0.2 -0.4 -1.2
O -10.807014 -17.974155 5.902670 0.2 0.1 0.3
O -12.031755 -16.397009 3.613337 0.0 0.3 -0.3
H -11.259946 -14.850336 4.867940 0.1 0.0 -1.0
H -12.238371 -16.008623 5.638963 -0.1 -0.1 -0.1
H -9.537715 -16.339230 5.902323 -0.5 0.2 0.5
H -9.764312 -17.083775 4.378972 -0.1 0.2 -0.1
H -11.360011 -18.423920 5.257028 0.1 -0.1 0.0
H -12.781175 -16.960357 3.814440 -0.1 0.1 -0.1
C -0.126520 -19.064173 6.991085 -0.2 -0.2 -1.2
C 1.259753 -18.579346 6.577757 0.1 -0.3 0.5
O 2.095584 -19.671039 6.217845 -0.1 -0.1 0.0
O -0.029473 -19.866908 8.139622 0.3 0.0 0.8
H -0.595417 -19.681157 6.209736 0.3 0.2 -0.3
H -0.798172 -18.202638 7.105652 0.2 -0.1 0.5
H 1.674825 -18.075045 7.462764 0.0 0.0 -0.1
H 1.295043 -17.866465 5.755037 -0.3 -0.1 0.0
H 1.921538 -20.359181 6.873815 0.1 0.1 0.0
H -0.249331 -20.800199 7.927360 -0.3 0.4 -0.4
C 2.268213 -7.122518 10.101840 -0.6 0.2 0.4
O 1.909644 -8.385634 9.599311 -0.1 -0.1 0.0
C 0.538617 -8.654939 9.812198 0.0 -0.4 0.4
C 0.131132 -9.969014 9.178666 -0.1 0.8 -0.6
N 0.370825 -11.130008 10.043171 -0.5 0.7 -0.6
C -0.057707 -12.328574 9.323896 1.3 -1.0 0.8
C 0.268154 -13.582116 10.146969 -0.4 0.8 0.3
O -0.325906 -14.693105 9.516442 0.2 -0.1 0.7
C -0.088855 -15.884021 10.262516 -0.5 -0.5 -1.2
H 1.574986 -6.346197 9.743195 0.3 0.0 -0.4
H 3.295420 -6.922964 9.813054 0.0 0.1 0.1
H 2.128018 -7.058885 11.191971 0.4 -0.3 0.0
H -0.069861 -7.824924 9.439611 0.0 0.0 -0.2
H 0.319506 -8.772959 10.884634 0.1 0.3 0.1
H 0.632443 -10.061621 8.205404 0.1 0.0 0.0
H -0.922650 -9.835070 8.914089 -0.2 -0.5 0.3
H 1.375949 -11.111965 10.189918 0.0 -0.5 0.1
H 0.513790 -12.463045 8.398545 -0.5 0.2 -0.4
H -1.132270 -12.300640 9.157766 0.0 0.1 -0.2
H -0.123642 -13.474186 11.167227 -0.1 0.0 0.0
H 1.354978 -13.696801 10.258467 0.0 -0.1 -0.2
H 0.910433 -16.267183 10.044750 0.2 0.1 0.4
H -0.790729 -16.603755 9.837220 0.1 -0.2 0.1
H -0.295336 -15.820666 11.331132 0.1 0.4 0.1
C -3.933922 -20.489044 5.482671 -0.7 0.3 0.2
O -3.479548 -21.574036 6.242756 0.9 -0.3 -0.1
C -3.183897 -21.259462 7.597495 -1.0 -0.5 -0.6
C -2.355561 -22.374525 8.196895 0.6 1.0 0.0
N -1.085681 -22.428907 7.444651 -0.7 0.2 0.2
C -0.047620 -23.274866 8.005638 0.0 -0.8 0.4
C -0.403911 -24.754620 8.099925 -0.4 -0.2 0.4
O -0.641602 -25.347648 6.831120 0.5 -0.2 0.9
C 0.575156 -25.575444 6.133475 -0.4 0.4 -1.2
H -3.239951 -19.644163 5.422246 0.2 -0.2 0.0
H -4.859461 -20.089981 5.921377 0.0 0.0 -0.1
H -4.163302 -20.865005 4.487328 0.1 0.1 0.0
H -4.157391 -21.237677 8.104109 0.1 0.4 0.4
H -2.670060 -20.298217 7.669668 0.0 0.0 0.1
H -2.904232 -23.317115 8.200189 0.0 0.0 0.1
H -2.176202 -22.015085 9.214356 0.2 -0.5 0.2
H -1.421468 -22.694533 6.523152 0.8 -0.1 -0.2
H 0.147083 -22.937276 9.028115 0.0 0.1 0.0
H 0.901391 -23.173694 7.476833 -0.1 0.3 -0.3
H -1.287363 -24.863201 8.738431 -0.4 0.0 -0.5
H 0.319311 -25.348208 8.672067 0.5 0.2 -0.3
H 0.416995 -26.422067 5.464080 0.0 0.0 0.1
H 1.479045 -25.763990 6.716302 -0.3 0.0 0.5
H 0.761015 -24.702381 5.495741 0.3 -0.1 0.0
C 1.668591 -15.470424 6.917497 0.7 1.7 1.5
O 2.907885 -15.817205 6.358358 0.1 -0.6 -1.4
C 3.963049 -15.945925 7.269113 -0.1 0.6 0.9
C 4.349727 -14.608745 7.942549 0.5 -0.6 0.3
N 5.119892 -14.814470 9.177119 -0.6 -0.2 0.5
C 4.244452 -15.113293 10.317495 -0.4 0.6 -0.3
C 4.958504 -15.056383 11.639064 -0.1 -0.1 1.1
O 5.402279 -16.350425 11.997875 0.1 -0.4 -0.5
C 6.082319 -16.464475 13.226834 0.0 0.6 -0.5
H 1.481394 -15.962717 7.879279 -0.2 -0.7 -0.4
H 0.838448 -15.497277 6.219691 0.2 -0.5 -0.2
H 1.741100 -14.428737 7.268240 -0.3 0.2 -0.3
H 4.901483 -16.273058 6.817156 -0.5 -0.3 -0.7
H 3.700955 -16.733838 7.986922 0.0 0.2 0.4
H 3.485118 -13.988253 8.173902 0.0 0.0 0.1
H 4.980312 -14.042760 7.256589 -0.1 0.0 -0.1
H 5.725399 -15.627980 9.102419 0.2 0.2 -0.4
H 3.683300 -16.051430 10.216405 0.2 -0.2 0.2
H 3.451629 -14.358793 10.359723 0.2 0.2 -0.2
H 4.275900 -14.701818 12.424657 -0.2 -0.1 0.0
H 5.766855 -14.317474 11.640248 0.2 -0.1 -0.3
H 7.077925 -16.014245 13.148603 0.0 0.0 0.1
H 6.189293 -17.525684 13.430982 -0.1 0.0 0.1
H 5.526350 -15.949999 14.017004 0.0 -0.2 0.2
C -7.230142 -17.858454 9.070938 -0.9 -0.5 -0.8
O -8.295272 -17.167791 8.420332 0.1 0.5 0.2
C -8.694396 -15.980477 9.097343 -0.3 -0.4 -0.1
C -7.632066 -14.892626 9.091394 -0.2 0.2 0.5
N -7.274648 -14.328520 7.796356 -0.1 -0.2 0.1
C -8.334286 -13.577779 7.145003 0.3 0.6 -0.9
C -7.864736 -13.123746 5.766319 -0.9 -0.8 0.0
O -7.898205 -14.252496 4.907875 0.3 -0.3 0.1
C -7.633242 -13.934783 3.544954 -0.1 0.2 1.0
H -6.345849 -17.231816 9.140412 0.2 -0.2 0.3
H -7.037773 -18.720414 8.430105 0.3 0.2 -0.1
H -7.580547 -18.290543 10.013119 0.2 0.4 0.3
H -9.033060 -16.199713 10.118170 0.5 -0.1 0.2
H -9.623267 -15.645655 8.629035 0.2 0.0 -0.4
H -6.722316 -15.243868 9.580085 0.1 -0.1 -0.1
H -7.992415 -14.086988 9.739668 0.0 0.1 -0.1
H -6.988044 -15.080387 7.175569 -0.1 -0.1 0.0
H -8.550433 -12.652352 7.685370 0.0 -0.2 0.4
H -9.269511 -14.122758 6.977001 0.0 -0.1 0.3
H -6.852018 -12.717981 5.846148 -0.1 0.3 -0.3
H -8.619752 -12.433153 5.370677 0.4 0.5 0.1
H -7.584934 -14.890629 3.033068 0.1 0.1 -0.3
H -6.699546 -13.365567 3.499884 0.1 -0.2 -0.4
H -8.434044 -13.301745 3.148313 0.0 -0.1 -0.1
```
Forces are in eV/Å.

**2S+1**: 1
**SMILES**: COC[C@H](C)N.COC[C@H](C)N.COCCNCCOC.COCCNCCOC.COCCNCCOC.COCCNCCOC.OCCO.OCCO.OCCO.OCCO
**Energy relative to the best compared isomer or geometry (same formula, charge and spin)**: 0.000 eV
**Calculated total energy**: -3270.18360 hartree
**Highest occupied orbital energy**: -8.6 eV
**HOMO-LUMO gap**: 9.2 eV

These are the Löwdin partial charges, in e, on atoms 1 to 4: -0.074 -0.404 -0.205 -0.179

=====

DFT (ωB97M-V with the def2-TZVPD basis set) results for one molecule with the formula C5H10O3 at a distorted geometry.

XYZ file:
```
18
Properties=species:S:1:pos:R:3:forces:R:3
C 2.487337 0.167095 -0.341770 -2.3 -1.1 0.2
C 0.438420 -0.042811 0.891135 -2.2 -3.2 -0.3
C -0.339973 1.243863 0.404918 2.3 0.4 2.7
C -1.953341 0.011574 -0.604128 0.3 -0.3 -0.2
C -1.294867 -1.312171 -0.148237 0.6 1.0 0.2
H 2.232146 1.080292 -0.895776 0.4 -0.1 0.2
H 2.957748 -0.584714 -0.963777 1.2 0.6 0.1
H 2.805925 0.323489 0.672572 1.7 0.6 0.0
H 0.955829 -0.171387 1.866516 -0.4 1.4 -0.2
H 0.157033 1.523345 -0.551701 -0.5 0.4 0.5
H -0.126367 1.930321 1.302852 -0.5 -0.1 -1.9
H -3.006738 -0.134657 -0.552797 -0.9 0.1 -0.4
H -1.634619 0.256973 -1.625979 -0.1 0.3 0.1
H -2.140376 -1.933563 0.072879 0.1 -1.0 0.2
H -0.550095 -1.724350 -0.828067 -0.7 -0.2 -0.6
O 1.299022 -0.599098 -0.045718 -0.2 0.5 -1.3
O -1.711280 1.064841 0.305598 0.6 -0.2 -0.4
O -0.575802 -1.099043 1.041479 0.6 1.1 1.0
```
Forces are in eV/Å.

**2S+1**: 1
**SMILES**: CO[C@H]1COCCO1
**Energy relative to the best compared isomer or geometry (same formula, charge and spin)**: 3.198 eV
**Calculated total energy**: -422.13906 hartree
**Highest occupied orbital energy**: -9.3 eV
**HOMO-LUMO gap**: 10.3 eV

These are the Löwdin partial charges, in e, on atoms 1 to 4: -0.035 -0.314 -0.144 -0.165

=====

DFT (ωB97M-V with the def2-TZVPD basis set) results for one molecule with the formula C5H6N2O2 at a distorted geometry.

XYZ file:
```
15
Properties=species:S:1:pos:R:3:forces:R:3
C 0.226444 1.584163 0.312851 -1.9 1.3 -1.4
C 0.656467 0.370425 -0.549774 0.4 -0.8 2.7
C 1.148095 -0.897316 0.195183 3.3 3.3 -6.8
C 0.259926 -1.436091 1.048941 -2.0 0.9 7.5
C -0.693965 0.065547 -1.314472 3.1 -1.4 -0.6
H 0.574743 1.583075 1.330111 -0.2 -0.4 0.6
H -0.961643 1.796584 0.194471 2.8 -0.6 0.7
H 0.696365 2.519301 -0.105010 -0.4 -1.0 0.0
H 1.378723 -1.796071 -0.392540 0.4 0.5 -1.2
H 0.476890 -1.700354 2.115336 -0.3 -0.5 -1.1
H -2.454425 -0.617125 -0.586274 3.3 -1.2 1.2
N -0.970055 -1.257927 0.791328 -1.5 -1.5 1.0
N -1.356361 -0.816944 -0.393509 -3.8 2.6 -3.4
O 2.135348 0.197718 -0.267642 -2.6 -1.3 0.1
O -1.116553 0.405013 -2.379001 -0.5 0.0 0.7
```
Forces are in eV/Å.

**2S+1**: 1
**SMILES**: C[C@@]12O[C@H]1C=NNC2=O
**Energy relative to the best compared isomer or geometry (same formula, charge and spin)**: 6.690 eV
**Calculated total energy**: -453.88835 hartree
**Highest occupied orbital energy**: -9.6 eV
**HOMO-LUMO gap**: 9.9 eV

These are the Löwdin partial charges, in e, on atoms 1 to 4: -0.022 -0.256 -0.189 -0.180